# C2H6IOP

2 unconnected molecules or ions with the total composition C2H6IOP (ωB97M-V/def2-TZVPD, OMol25).

Structure (XYZ):
```
11
Properties=species:S:1:pos:R:3
C -1.194 -0.721 -0.774
P 0.464 -1.528 -0.757
C 1.058 -1.302 0.785
I 0.254 -0.281 2.460
H -1.220 0.001 -1.591
H -1.411 -0.217 0.164
H -1.952 -1.478 -0.965
H 2.033 -1.702 1.016
O 0.799 2.309 -0.452
H 0.726 1.751 0.326
H 0.442 3.167 -0.211
```

Output
**E_HOMO**: -9.079 eV
**Multiplicity**: 1
**Energy**: -21607.1106 eV
**Lowest unoccupied orbital energy**: 0.13 eV
**SMILES**: C/P=C\I.O
**Kohn-Sham gap**: 9.21 eV
**Relative energy (zero: lowest compared OMol25 entry of this formula, charge and spin)**: 47.3 kcal/mol

natural (NBO) atomic charge list, values in e, 8 entries: number 1, C, carries -0.972; number 2, P, carries 0.771; number 3, C, carries -0.875; number 4, I, carries 0.126; number 5, H, carries 0.251; number 6, H, carries 0.236; number 7, H, carries 0.241; number 8, H, carries 0.226

=====

# C2H6KO2

A molecular structure, C2H6KO2 at a distorted geometry (ωB97M-V/def2-TZVPD, OMol25).

Structure (XYZ):
```
11
Properties=species:S:1:pos:R:3
O -0.531 1.835 0.971
K 0.329 0.995 2.997
C -0.364 0.614 -0.222
C 1.068 0.123 -0.096
H -1.398 0.873 -0.508
H 0.368 -0.451 -1.052
H 1.775 -0.535 -0.623
H 1.765 0.948 -0.356
H -0.136 -1.398 0.412
O -1.394 -1.438 -0.287
H -1.484 -1.565 -1.236
```

Output
**E_HOMO (spin up / spin down)**: -5.254 / -7.216 eV
**Multiplicity**: 2
**Energy**: -22579.1491 eV
**Lowest unoccupied orbital energy (spin up / spin down)**: -0.57 / -0.60 eV
**Kohn-Sham gap (spin up / spin down)**: 4.68 / 6.61 eV
**Relative energy (zero: lowest compared OMol25 entry of this formula, charge and spin)**: 198.4 kcal/mol

natural (NBO) atomic charge list, values in e, 8 entries: number 1, O, carries -1.058; number 2, K, carries 0.960; number 3, C, carries -0.110; number 4, C, carries -0.979; number 5, H, carries 0.290; number 6, H, carries 0.406; number 7, H, carries 0.307; number 8, H, carries 0.234

=====

# C2H6N2

2 unconnected molecules or ions with the total composition C2H6N2 at a distorted geometry (ωB97M-V/def2-TZVPD, OMol25).

Structure (XYZ):
```
10
Properties=species:S:1:pos:R:3
C 1.518 -1.455 0.259
N 2.127 -2.537 0.501
H 1.026 -1.257 -0.693
H 1.383 -0.704 1.046
H 2.024 -2.767 1.488
C -1.426 1.810 -0.834
N -1.615 1.208 0.260
H -0.654 1.425 -1.505
H -1.894 2.730 -1.194
H -2.490 1.546 0.671
```

Output
**E_HOMO**: -9.545 eV
**Multiplicity**: 1
**Energy**: -5149.1784 eV
**Lowest unoccupied orbital energy**: 1.04 eV
**SMILES**: C=N.C=N
**Kohn-Sham gap**: 10.59 eV
**Relative energy (zero: lowest compared OMol25 entry of this formula, charge and spin)**: 63.2 kcal/mol

natural (NBO) atomic charge list, values in e, 8 entries: number 1, C, carries -0.024; number 2, N, carries -0.619; number 3, H, carries 0.160; number 4, H, carries 0.142; number 5, H, carries 0.340; number 6, C, carries -0.038; number 7, N, carries -0.592; number 8, H, carries 0.151

=====

# C2H6N2

2 unconnected molecules or ions with the total composition C2H6N2 at a distorted geometry (ωB97M-V/def2-TZVPD, OMol25).

Structure (XYZ):
```
10
Properties=species:S:1:pos:R:3
C 1.860 2.039 0.605
N 2.115 0.983 1.219
H 2.438 2.911 1.059
H 0.952 2.268 -0.050
H 2.051 0.145 0.549
C -2.156 -1.506 -0.444
N -1.432 -2.489 -0.656
H -2.065 -1.035 0.538
H -2.598 -0.847 -1.131
H -1.166 -2.467 -1.691
```

Output
**E_HOMO**: -9.477 eV
**Multiplicity**: 1
**Energy**: -5148.2258 eV
**Lowest unoccupied orbital energy**: 0.84 eV
**SMILES**: C=N.C=N
**Kohn-Sham gap**: 10.32 eV
**Relative energy (zero: lowest compared OMol25 entry of this formula, charge and spin)**: 85.2 kcal/mol

natural (NBO) atomic charge list, values in e, 8 entries: number 1, C, carries -0.033; number 2, N, carries -0.618; number 3, H, carries 0.152; number 4, H, carries 0.154; number 5, H, carries 0.345; number 6, C, carries -0.040; number 7, N, carries -0.579; number 8, H, carries 0.153

=====

# C2H6N2

A single C2H6N2 molecule at a distorted geometry (ωB97M-V/def2-TZVPD, OMol25).

Structure (XYZ):
```
10
Properties=species:S:1:pos:R:3
C -0.679 -0.227 -1.208
N 0.406 -0.915 -0.514
C 0.797 -0.477 0.612
N 0.460 0.696 1.252
H -0.992 0.773 -0.884
H -0.268 -0.045 -2.206
H -1.586 -0.823 -1.269
H 1.314 -1.144 1.281
H 0.078 1.433 0.695
H 0.470 0.728 2.241
```

Output
**E_HOMO**: -8.943 eV
**Multiplicity**: 1
**Energy**: -5150.7523 eV
**Lowest unoccupied orbital energy**: 1.01 eV
**SMILES**: C/N=C\N
**Kohn-Sham gap**: 9.95 eV
**Relative energy (zero: lowest compared OMol25 entry of this formula, charge and spin)**: 26.9 kcal/mol

natural (NBO) atomic charge list, values in e, 8 entries: number 1, C, carries -0.450; number 2, N, carries -0.488; number 3, C, carries 0.280; number 4, N, carries -0.846; number 5, H, carries 0.153; number 6, H, carries 0.204; number 7, H, carries 0.206; number 8, H, carries 0.158

=====

# C2H6N2O

A gas-phase ion, C2H6N2O (charge -1) at a distorted geometry (ωB97M-V/def2-TZVPD, OMol25).

Structure (XYZ):
```
11
Properties=species:S:1:pos:R:3
C -1.584 -0.281 0.301
N -0.178 -0.552 0.132
C 0.660 0.291 -0.518
N 2.033 0.235 -0.201
O 0.247 1.102 -1.337
H -2.005 -1.059 0.933
H -2.097 -0.324 -0.668
H -1.774 0.723 0.679
H 0.192 -1.418 0.487
H 2.133 0.186 0.808
H 2.373 1.096 -0.617
```

Output
**E_HOMO (spin up / spin down)**: 1.951 / -5.754 eV
**Multiplicity**: 2
**Energy**: -7197.6414 eV
**Lowest unoccupied orbital energy (spin up / spin down)**: 3.74 / 4.24 eV
**Kohn-Sham gap (spin up / spin down)**: 1.79 / 9.99 eV
**Relative energy (zero: lowest compared OMol25 entry of this formula, charge and spin)**: 0.0 kcal/mol
**Total charge**: -1

natural (NBO) atomic charge list, values in e, 8 entries: number 1, C, carries -0.702; number 2, N, carries -0.662; number 3, C, carries 0.701; number 4, N, carries -1.054; number 5, O, carries -0.713; number 6, H, carries 0.074; number 7, H, carries 0.181; number 8, H, carries 0.180

=====

# C2H6N2O

A single C2H6N2O molecule (ωB97M-V/def2-TZVPD, OMol25).

Structure (XYZ):
```
11
Properties=species:S:1:pos:R:3
C 1.131 0.874 0.385
O -0.035 1.376 -0.236
C -0.990 0.537 -0.723
N -1.235 -0.691 -0.646
N -0.473 -1.658 -0.036
H 1.845 1.698 0.385
H 0.938 0.582 1.423
H 1.554 0.034 -0.171
H -1.702 1.118 -1.296
H -1.056 -2.473 0.106
H 0.023 -1.396 0.809
```

Output
**E_HOMO**: -8.539 eV
**Multiplicity**: 1
**Energy**: -7197.1003 eV
**Lowest unoccupied orbital energy**: 0.92 eV
**SMILES**: CO/C=N\N
**Kohn-Sham gap**: 9.46 eV
**Relative energy (zero: lowest compared OMol25 entry of this formula, charge and spin)**: 62.0 kcal/mol

natural (NBO) atomic charge list, values in e, 8 entries: number 1, C, carries -0.264; number 2, O, carries -0.515; number 3, C, carries 0.335; number 4, N, carries -0.328; number 5, N, carries -0.663; number 6, H, carries 0.200; number 7, H, carries 0.168; number 8, H, carries 0.190

=====

# C2H6N2O

A single C2H6N2O molecule at a distorted geometry (ωB97M-V/def2-TZVPD, OMol25).

Structure (XYZ):
```
11
Properties=species:S:1:pos:R:3
C -0.009 -0.268 1.528
C -0.567 0.557 0.401
O -1.368 1.490 0.531
N -0.450 0.096 -0.886
N 0.770 -0.473 -1.271
H 1.093 -0.445 1.366
H -0.185 0.357 2.451
H -0.437 -1.288 1.406
H -0.838 0.834 -1.572
H 0.702 -1.238 -2.034
H 1.290 0.379 -1.921
```

Output
**E_HOMO**: -9.622 eV
**Multiplicity**: 1
**Energy**: -7197.4799 eV
**Lowest unoccupied orbital energy**: 0.68 eV
**SMILES**: CC(=O)NN
**Kohn-Sham gap**: 10.30 eV
**Relative energy (zero: lowest compared OMol25 entry of this formula, charge and spin)**: 53.2 kcal/mol

natural (NBO) atomic charge list, values in e, 8 entries: number 1, C, carries -0.730; number 2, C, carries 0.664; number 3, O, carries -0.612; number 4, N, carries -0.475; number 5, N, carries -0.652; number 6, H, carries 0.246; number 7, H, carries 0.251; number 8, H, carries 0.249

=====

# C2H6N2O

A single C2H6N2O molecule at a distorted geometry (ωB97M-V/def2-TZVPD, OMol25).

Structure (XYZ):
```
11
Properties=species:S:1:pos:R:3
C 1.045 -0.613 0.038
N -0.213 0.082 -0.174
N -0.236 1.430 -0.054
C -1.378 -0.581 -0.067
O -2.430 0.021 0.039
H 1.735 -0.391 -0.783
H 1.495 -0.302 1.007
H 0.932 -1.662 0.110
H 0.351 1.841 -0.780
H 0.007 1.870 0.893
H -1.307 -1.695 -0.230
```

Output
**E_HOMO**: -9.433 eV
**Multiplicity**: 1
**Energy**: -7197.7133 eV
**Lowest unoccupied orbital energy**: 0.76 eV
**SMILES**: CN(N)C=O
**Kohn-Sham gap**: 10.20 eV
**Relative energy (zero: lowest compared OMol25 entry of this formula, charge and spin)**: 47.8 kcal/mol

natural (NBO) atomic charge list, values in e, 8 entries: number 1, C, carries -0.419; number 2, N, carries -0.289; number 3, N, carries -0.639; number 4, C, carries 0.513; number 5, O, carries -0.584; number 6, H, carries 0.196; number 7, H, carries 0.190; number 8, H, carries 0.210

=====

# C2H6N2O

2 unconnected molecules or ions with the total composition C2H6N2O at a distorted geometry (ωB97M-V/def2-TZVPD, OMol25).

Structure (XYZ):
```
11
Properties=species:S:1:pos:R:3
N 2.846 -2.014 0.575
C 3.764 -0.979 0.651
O 3.713 -0.079 -0.158
H 2.094 -1.770 -0.057
H 2.535 -2.462 1.420
H 4.623 -1.034 1.328
C -5.599 1.512 -0.417
N -4.426 1.857 -0.732
H -6.199 2.098 0.273
H -6.030 0.564 -0.738
H -4.000 1.198 -1.360
```

Output
**E_HOMO**: -10.119 eV
**Multiplicity**: 1
**Energy**: -7198.0950 eV
**Lowest unoccupied orbital energy**: 1.04 eV
**SMILES**: NC=O.C=N
**Kohn-Sham gap**: 11.16 eV
**Relative energy (zero: lowest compared OMol25 entry of this formula, charge and spin)**: 39.0 kcal/mol

natural (NBO) atomic charge list, values in e, 8 entries: number 1, N, carries -0.831; number 2, C, carries 0.514; number 3, O, carries -0.587; number 4, H, carries 0.393; number 5, H, carries 0.384; number 6, H, carries 0.126; number 7, C, carries -0.044; number 8, N, carries -0.587